Here is 4 unconnected molecules or ions with the total composition C33H42ClFO16PS at a distorted geometry from OMol25. Energies are from ωB97M-V with the def2-TZVPD basis set.

Geometry as XYZ:
```
95
Properties=species:S:1:pos:R:3
C -5.20 -1.60 1.59
C -3.88 -2.55 1.58
C -3.72 -3.14 3.06
C -2.43 -4.05 3.30
C -1.42 -4.16 2.06
P -0.18 -2.69 1.91
F 0.68 -3.68 0.74
O 1.12 -1.53 1.61
C 0.59 -0.21 1.94
C -0.13 0.38 0.63
C 0.53 -0.06 -0.76
C -0.45 -0.99 -1.68
Cl 0.29 -2.59 -2.19
C -0.29 -0.36 3.30
C 0.47 -0.58 4.69
C 2.05 -0.79 4.59
C 2.47 -2.36 4.52
S 4.21 -2.54 5.25
C -1.64 0.54 3.42
C -1.43 1.91 4.19
O -1.90 1.98 5.36
O -0.80 3.08 3.67
O -0.91 -1.69 3.10
H -6.17 -2.19 1.62
H -5.15 -0.87 2.47
H -5.18 -1.02 0.59
H -3.01 -1.88 1.25
H -4.08 -3.41 0.86
H -3.73 -2.22 3.77
H -4.66 -3.74 3.31
H -1.87 -3.78 4.27
H -2.82 -5.12 3.49
H -0.76 -5.08 2.26
H -1.93 -4.38 1.05
H 0.58 -3.46 2.87
H -0.94 -2.24 0.77
H 1.36 0.59 2.19
H -1.25 0.09 0.58
H -0.04 1.53 0.70
H 1.60 -0.50 -0.67
H 0.66 0.91 -1.38
H -0.81 -0.44 -2.63
H -1.40 -1.23 -1.09
H 0.04 -1.54 5.16
H 0.29 0.24 5.47
H 2.49 -0.43 5.60
H 2.58 -0.17 3.79
H 1.75 -2.93 5.20
H 2.53 -2.75 3.46
H 4.69 -1.25 5.49
H -2.13 0.74 2.41
H -2.39 -0.10 4.01
H -1.32 3.30 2.86
C 0.28 -2.07 -5.74
C 1.25 -2.11 -6.66
C 1.19 -1.26 -7.88
O 2.11 -1.30 -8.69
C 0.02 -0.41 -8.08
C -0.96 -0.38 -7.17
C -0.89 -1.20 -5.93
O -1.79 -1.14 -5.11
O -2.06 0.41 -7.33
O 2.34 -2.91 -6.51
H 0.31 -2.68 -4.85
H -0.02 0.19 -8.98
H -2.61 0.25 -6.54
H 2.89 -2.75 -7.29
C 5.94 -2.27 -3.75
C 5.03 -2.07 -2.80
C 4.34 -0.76 -2.64
O 3.50 -0.62 -1.77
C 4.71 0.32 -3.56
C 5.62 0.13 -4.51
C 6.29 -1.19 -4.68
O 7.11 -1.34 -5.58
O 5.98 1.12 -5.37
O 4.70 -3.06 -1.92
H 6.45 -3.22 -3.88
H 4.21 1.28 -3.43
H 6.65 0.73 -5.96
H 4.02 -2.67 -1.33
C -2.55 7.79 2.94
C -2.33 6.48 2.77
C -2.16 5.89 1.41
O -1.95 4.69 1.30
C -2.25 6.78 0.26
C -2.46 8.09 0.42
C -2.61 8.69 1.78
O -2.79 9.89 1.89
O -2.56 8.93 -0.64
O -2.27 5.64 3.83
H -2.67 8.23 3.91
H -2.14 6.33 -0.72
H -2.71 9.81 -0.26
H -2.11 4.75 3.44
```

Computed properties:
- M (g/mol) = 812.2
- F_max (eV/Å) = 4.6
- LUMO energy (eV) = -0.459
- energy (hartree) = -3786.03235
- energy above the lowest of the compared OMol25 structures with the same formula, charge and spin (eV) = 0.000
- total charge = -1



Here is a molecular structure, C33H42ClI2N5OPbS2 from OMol25. Energies are from ωB97M-V with the def2-TZVPD basis set.

Geometry as XYZ:
```
87
Properties=species:S:1:pos:R:3
Pb 2.24 -0.10 1.69
C 2.26 -3.36 3.96
N 1.31 -2.28 4.33
C -0.05 -2.47 3.76
C -0.59 -1.30 2.96
N -0.03 -1.15 1.59
C -0.83 -0.10 0.90
C -0.07 -2.40 0.84
C -1.29 -3.04 0.67
C -1.38 -4.25 0.00
C -0.22 -4.81 -0.52
C 1.00 -4.18 -0.37
C 1.10 -2.96 0.33
S 2.73 -2.28 0.46
C 1.53 -1.38 5.26
C 0.45 -0.74 5.97
C 0.71 -0.12 7.14
C 2.04 0.00 7.70
C 3.10 -0.43 7.00
C 2.92 -0.97 5.66
S 4.09 -0.83 4.55
H 1.71 -4.30 4.08
H 3.11 -3.37 4.63
H 2.58 -3.24 2.93
H -0.73 -2.71 4.57
H 0.01 -3.35 3.12
H -0.45 -0.35 3.47
H -1.68 -1.45 2.88
H -1.89 -0.35 0.87
H -0.48 0.00 -0.13
H -0.71 0.86 1.42
H -2.20 -2.59 1.07
H -2.33 -4.74 -0.12
H -0.26 -5.75 -1.06
H 1.90 -4.62 -0.78
H -0.57 -0.88 5.66
H -0.12 0.25 7.73
H 2.16 0.48 8.66
H 4.12 -0.31 7.34
I 4.28 2.94 3.26
C 2.52 3.91 3.93
I 0.84 2.66 4.28
H 2.23 4.63 3.18
H 2.75 4.40 4.87
C -1.58 3.05 -5.32
C -0.42 2.89 -4.32
C 0.57 4.01 -4.65
C -1.01 3.12 -2.92
C 0.27 1.48 -4.43
O 0.48 1.12 -5.79
C -0.45 0.33 -3.69
C -1.78 -0.18 -4.29
C -2.82 -0.39 -3.22
C -3.83 0.55 -3.01
C -4.76 0.40 -1.98
C -4.68 -0.72 -1.17
Cl -5.82 -0.93 0.12
C -3.71 -1.69 -1.39
C -2.78 -1.51 -2.39
C 1.74 1.49 -3.96
N 1.94 1.54 -2.51
C 1.96 0.54 -1.64
N 2.13 1.02 -0.41
C 2.23 2.37 -0.61
N 2.12 2.72 -1.86
H -1.99 4.05 -5.21
H -2.40 2.36 -5.16
H -1.25 2.98 -6.36
H 0.04 4.95 -4.75
H 1.08 3.82 -5.59
H 1.32 4.15 -3.87
H -1.36 4.15 -2.84
H -0.28 2.97 -2.12
H -1.87 2.47 -2.73
H -0.33 1.26 -6.29
H -0.61 0.62 -2.65
H 0.25 -0.51 -3.68
H -1.60 -1.12 -4.82
H -2.17 0.51 -5.03
H -3.90 1.41 -3.65
H -5.53 1.13 -1.83
H -3.72 -2.58 -0.78
H -2.02 -2.28 -2.55
H 2.30 2.31 -4.39
H 2.19 0.56 -4.30
H 1.86 -0.50 -1.91
H 2.41 3.08 0.18
```

Computed properties:
- M (g/mol) = 1085.3
- F_max (eV/Å) = 0.2
- LUMO energy (eV) = -8.344
- energy (hartree) = -3675.98418
- energy above the lowest of the compared OMol25 structures with the same formula, charge and spin (eV) = 0.118
- total charge = +2



Here is a gas-phase ion, C33H42N3 (charge +1) at a distorted geometry from OMol25. Energies are from ωB97M-V with the def2-TZVPD basis set.

Geometry as XYZ:
```
78
Properties=species:S:1:pos:R:3
C 0.40 -1.08 1.34
C 1.04 -1.21 0.13
C 0.70 -0.15 -0.90
C 1.01 1.34 -0.53
C 1.63 1.78 0.64
C 1.93 3.13 0.83
C 1.71 3.99 -0.25
C 1.12 3.59 -1.46
C 0.70 2.27 -1.55
C 1.19 4.74 -2.41
C 1.91 5.87 -1.62
N 2.13 5.28 -0.32
C 2.92 5.88 0.73
C 2.62 5.23 2.09
C 2.55 3.71 2.06
C -0.60 -0.25 -1.58
C -0.07 -0.60 -3.02
C -0.13 -2.12 -3.05
C -1.50 -2.46 -2.44
C -1.78 -1.29 -1.54
N -3.11 -1.00 -1.42
C -3.60 0.36 -1.19
C -5.13 0.61 -1.11
C -6.01 -0.36 -1.89
C -5.62 -1.78 -1.54
C -4.12 -2.05 -1.80
C 1.85 -2.31 -0.19
C 2.09 -3.26 0.78
C 1.55 -3.02 2.05
C 0.72 -1.95 2.38
C 0.25 -1.76 3.77
C 1.05 -2.59 4.78
C 1.44 -3.99 4.29
N 1.96 -3.95 2.94
C 2.67 -5.03 2.28
C 2.86 -4.53 0.84
H -0.31 -0.27 1.46
H 1.52 -0.34 -1.62
H 1.92 1.08 1.42
H 0.16 1.98 -2.44
H 0.21 5.10 -2.75
H 1.76 4.51 -3.32
H 1.30 6.77 -1.54
H 2.87 6.16 -2.09
H 2.69 6.96 0.73
H 4.00 5.76 0.49
H 3.39 5.56 2.79
H 1.67 5.62 2.44
H 3.55 3.27 2.21
H 1.97 3.38 2.93
H -1.13 0.68 -1.40
H -0.76 -0.05 -3.69
H 0.99 -0.30 -3.25
H 0.02 -2.48 -4.07
H 0.63 -2.60 -2.42
H -1.55 -3.43 -1.92
H -2.19 -2.52 -3.30
H -3.24 0.99 -2.03
H -3.15 0.75 -0.27
H -5.33 1.63 -1.47
H -5.44 0.60 -0.05
H -7.07 -0.17 -1.65
H -5.91 -0.18 -2.97
H -5.89 -2.01 -0.50
H -6.21 -2.46 -2.17
H -4.06 -2.21 -2.89
H -3.87 -3.01 -1.32
H 2.29 -2.44 -1.18
H -0.81 -2.02 3.83
H 0.34 -0.70 4.04
H 0.46 -2.71 5.70
H 1.98 -2.06 5.03
H 0.56 -4.68 4.33
H 2.24 -4.42 4.92
H 3.62 -5.23 2.80
H 2.06 -5.95 2.31
H 2.51 -5.27 0.12
H 3.92 -4.37 0.63
```

Computed properties:
- M (g/mol) = 480.7
- F_max (eV/Å) = 4.4
- SMILES = c1c(C(c2cc3c4c(c2)CCN4CCC3)[C@H]2CCCC2=[N+]2CCCCC2)cc2c3c1CCCN3CC2
- LUMO energy (eV) = -3.540
- energy (hartree) = -1446.66656
- energy above the lowest of the compared OMol25 structures with the same formula, charge and spin (eV) = 1.560
- total charge = +1



Here is a molecular structure, C33H43AsN4OS7Sn from OMol25. Energies are from ωB97M-V with the def2-TZVPD basis set.

Geometry as XYZ:
```
90
Properties=species:S:1:pos:R:3
Sn -0.26 0.45 0.36
S 0.15 0.81 2.99
C 0.08 -0.70 3.88
N 0.85 -0.75 5.09
C 1.02 -2.08 5.63
C -0.32 -2.76 5.72
N -0.86 -2.92 4.39
C -2.19 -3.51 4.44
C -2.10 -5.02 4.42
C -2.26 -5.78 5.57
C -2.12 -7.17 5.53
C -1.84 -7.80 4.33
C -1.68 -7.04 3.17
C -1.81 -5.66 3.22
C -0.70 -1.76 3.53
S -1.48 -1.96 1.96
C 2.07 0.05 5.20
C 3.29 -0.52 4.49
C 3.56 -0.16 3.17
C 4.63 -0.71 2.49
C 5.47 -1.62 3.12
C 5.22 -1.97 4.44
C 4.14 -1.42 5.12
H 1.46 -1.99 6.63
H 1.69 -2.70 5.02
H -1.00 -2.17 6.36
H -0.22 -3.75 6.17
H -2.78 -3.17 3.60
H -2.72 -3.20 5.36
H -2.49 -5.29 6.50
H -2.24 -7.75 6.43
H -1.72 -8.88 4.29
H -1.46 -7.53 2.23
H -1.67 -5.06 2.33
H 2.30 0.13 6.27
H 1.85 1.04 4.81
H 2.90 0.52 2.66
H 4.80 -0.43 1.46
H 6.30 -2.06 2.59
H 5.87 -2.69 4.95
H 3.95 -1.70 6.15
S 6.24 0.38 -4.06
C 4.79 0.51 -3.23
S 4.66 0.89 -1.56
C 2.92 0.87 -1.39
C 2.23 0.55 -2.52
S 0.52 0.38 -2.72
S 3.25 0.28 -3.93
S 2.31 1.29 0.18
C -1.24 -1.36 -5.24
As -0.77 -2.77 -4.00
C 1.14 -2.97 -3.93
C -1.27 -4.35 -5.04
O -1.62 -2.80 -2.60
H -0.83 -1.60 -6.22
H -0.84 -0.41 -4.87
H -2.33 -1.33 -5.28
H 1.52 -3.11 -4.94
H 1.35 -3.86 -3.33
H 1.59 -2.09 -3.47
H -0.78 -4.36 -6.01
H -2.35 -4.34 -5.17
H -0.99 -5.23 -4.47
C -0.55 7.10 1.72
N -0.92 5.97 0.89
C -1.43 6.01 -0.38
C -1.58 4.70 -0.76
N -1.17 3.87 0.24
C -0.79 4.65 1.21
H -0.91 8.01 1.25
H 0.54 7.17 1.82
H -0.99 7.01 2.71
H -1.62 6.94 -0.89
H -1.92 4.32 -1.71
H -0.39 4.33 2.16
C 1.50 -3.22 1.93
C 0.90 -2.86 0.57
C 2.01 -2.33 -0.33
C 0.32 -4.14 -0.05
C -0.21 -1.79 0.64
H 2.29 -3.97 1.78
H 0.76 -3.64 2.61
H 1.95 -2.35 2.41
H 2.79 -3.09 -0.46
H 2.46 -1.44 0.10
H 1.61 -2.05 -1.31
H 1.08 -4.93 -0.10
H -0.06 -3.94 -1.06
H -0.52 -4.51 0.54
H -0.89 -1.98 -0.21
```

Computed properties:
- M (g/mol) = 929.8
- F_max (eV/Å) = 0.3
- LUMO energy (eV) = 3.940
- energy (hartree) = -6814.98213
- total charge = -2